--- P ---
ORCA calculation (ωB97M-V/def2-TZVPD) on a single C3H5ClN2 molecule.

Geometry as XYZ:
```
11
Properties=species:S:1:pos:R:3
C -0.77183 0.10266 0.00781
C 0.22450 -0.96944 -0.00420
C 1.55029 -0.96344 -0.04024
H 0.56946 1.74969 0.14652
H -1.08921 2.06754 0.15507
H -2.72520 0.37058 -0.12077
H -0.22022 -1.96065 -0.02368
H 2.17312 -1.86074 -0.02058
N -0.35324 1.40847 -0.08676
N -1.98756 -0.33795 -0.00052
Cl 2.62988 0.39328 -0.01267
```

The structure (SMILES) is [H]/N=C(N)/C=C\Cl. For the HOMO-LUMO gap, the calculation gives 10.0 eV. For the lowest unoccupied orbital energy, the calculation gives 0.80 eV.



--- Q ---
ORCA calculation (ωB97M-V/def2-TZVPD) on a single C3H5ClN2 molecule.

Geometry as XYZ:
```
11
Properties=species:S:1:pos:R:3
C 0.12048 0.99390 0.00874
C -0.17358 0.19734 -1.19486
C 0.50573 0.21681 2.25311
N 0.11221 0.41758 1.12218
N 0.37482 -1.22183 -1.10165
Cl -0.56490 -0.24887 3.50456
H -0.04838 2.00944 -0.12916
H -1.26881 0.10438 -1.12721
H 0.12691 0.57084 -2.10597
H 1.15062 -1.15604 -0.43240
H -0.33509 -1.88355 -0.79735
```

For the HOMO-LUMO gap, the calculation gives 8.3 eV. For the lowest unoccupied orbital energy, the calculation gives 0.00 eV.



Going by the energies, P is most stable and the next is 249.4 kJ/mol up.



--- P ---
ORCA calculation (ωB97M-V/def2-TZVPD) on a single C3H5ClN2 molecule.

Geometry as XYZ:
```
11
Properties=species:S:1:pos:R:3
C -0.35466 0.88075 -0.85868
C 0.96174 0.44048 -0.20015
C -0.94513 -0.60871 0.60977
N -1.39814 0.38265 -0.37535
N 0.46524 -0.18524 0.99177
Cl -0.68760 -2.12935 -0.29174
H -0.36464 1.75327 -1.54685
H 1.59073 -0.23914 -0.83505
H 1.50768 1.45697 -0.17528
H -1.78511 -0.85827 1.33159
H 1.00987 -0.89340 1.34996
```

The structure (SMILES) is Cl[C@@H]1N=CCN1. For the HOMO-LUMO gap, the calculation gives 10.4 eV. For the lowest unoccupied orbital energy, the calculation gives 0.93 eV.



--- Q ---
ORCA calculation (ωB97M-V/def2-TZVPD) on a single C3H5ClN2 molecule.

Geometry as XYZ:
```
11
Properties=species:S:1:pos:R:3
C 1.42749 -0.65862 -0.22941
C 0.06995 1.21915 -0.00908
C -0.97529 -0.98883 0.13808
N 1.22994 0.55092 -0.27816
N -1.03926 0.28014 0.58604
Cl -1.33675 -1.28794 -1.56359
H 2.28865 -1.17734 -0.55636
H 0.22714 2.05700 0.78477
H -0.31830 1.33962 -1.00035
H -0.60829 -1.85167 0.56894
H -0.96528 0.51756 1.55912
```

For the HOMO-LUMO gap (alpha / beta), the calculation gives 8.0 / 8.0 eV. For the lowest unoccupied orbital energy (alpha / beta), the calculation gives 0.48 / 0.50 eV.



--- R ---
ORCA calculation (ωB97M-V/def2-TZVPD) on 2 unconnected molecules or ions with the total composition C3H5ClN2.

Geometry as XYZ:
```
11
Properties=species:S:1:pos:R:3
C -0.83070 -1.38073 -0.06012
C 1.14215 0.11605 -0.81428
C 0.21650 -0.50660 0.33526
N -1.76672 -1.88165 -0.43559
N 0.22257 -0.11653 1.51014
Cl -2.39144 1.60300 0.28082
H 0.69807 0.73007 -1.55577
H 1.82796 0.80348 -0.31721
H 1.75615 -0.77458 -1.21849
H 0.63459 0.78875 1.65042
H -1.50915 0.61875 0.62482
```

The structure (SMILES) is [H]/N=C(\C)C#N.Cl. For the HOMO-LUMO gap, the calculation gives 10.8 eV. For the lowest unoccupied orbital energy, the calculation gives -0.31 eV.



--- S ---
ORCA calculation (ωB97M-V/def2-TZVPD) on a single C3H5ClN2 molecule.

Geometry as XYZ:
```
11
Properties=species:S:1:pos:R:3
C -0.92769 0.27631 -0.84787
C -0.09306 1.05658 0.13991
C 0.12309 -1.18065 0.46412
N -0.79187 -0.97851 -0.67968
N 0.86603 0.11163 0.54444
Cl 2.43547 0.03168 -0.28782
H -1.56637 0.71150 -1.56711
H 0.46392 1.79540 -0.34097
H -0.61166 1.31860 1.09886
H -0.64294 -1.16150 1.31294
H 0.74507 -1.98105 0.16319
```

The structure (SMILES) is ClN1CC=NC1. For the HOMO-LUMO gap, the calculation gives 10.0 eV. For the lowest unoccupied orbital energy, the calculation gives 0.72 eV.



Going by the energies, P is most stable and the next is 45.7 kJ/mol up.



--- P ---
ORCA calculation (ωB97M-V/def2-TZVPD) on a single C3H5ClN2 molecule.

Geometry as XYZ:
```
11
Properties=species:S:1:pos:R:3
C 1.18064 0.45792 -0.07358
C 0.00493 -0.23110 0.09673
C -2.43921 -0.42956 0.01565
H 1.17691 1.57280 -0.30751
H 0.16267 -1.29027 0.00811
H -1.33699 1.31921 0.17720
H -2.37120 -1.50464 -0.14409
H -3.63464 1.05336 -0.12219
N -1.28655 0.24373 0.32038
N -3.65037 0.05086 -0.20611
Cl 2.82844 -0.11742 -0.03790
```

The structure (SMILES) is [H]/N=C\N/C=C/Cl. For the HOMO-LUMO gap, the calculation gives 9.5 eV. For the lowest unoccupied orbital energy, the calculation gives 0.85 eV.



--- Q ---
ORCA calculation (ωB97M-V/def2-TZVPD) on a single C3H5ClN2 molecule.

Geometry as XYZ:
```
11
Properties=species:S:1:pos:R:3
C -0.06316 0.24219 0.15173
C 0.25989 -0.49616 -1.04822
C -0.51259 -0.73610 -2.09405
H 0.77884 0.63493 3.08261
H -0.67692 1.11748 2.38469
H -1.02046 0.75435 0.22108
H -1.52994 -0.38093 -2.07301
H -0.18387 -1.27071 -2.96009
N 0.33494 0.98393 2.24291
N 0.71349 0.22240 1.17871
Cl 1.89979 -1.07137 -1.08637
```

The structure (SMILES) is C=C(Cl)/C=N/N. For the HOMO-LUMO gap, the calculation gives 9.4 eV. For the lowest unoccupied orbital energy, the calculation gives 0.64 eV.



Going by the energies, P is most stable and the next is 16.8 kJ/mol up.



--- P ---
ORCA calculation (ωB97M-V/def2-TZVPD) on 2 unconnected molecules or ions with the total composition C2H10N4.

Geometry as XYZ:
```
16
Properties=species:S:1:pos:R:3
N -1.65475 -1.08105 -1.02741
C -1.97851 0.03383 -0.06964
N -1.29703 0.28041 1.15760
H -0.85861 -1.60312 -0.61452
H -1.32659 -0.95808 -1.99123
H -2.99207 -0.11503 0.16436
H -1.97331 0.93572 -0.66354
H -1.44549 -0.38640 1.90884
H -1.38524 1.16047 1.53414
N 1.46350 -0.51734 0.34289
C 2.12414 0.44249 -0.38349
N 3.41763 0.38960 -0.50510
H 0.49984 -0.34039 0.70865
H 2.07901 -0.94199 0.97987
H 1.65534 1.45928 -0.60099
H 3.67213 1.24161 -0.94042
```

The structure (SMILES) is [H]/N=C/N.NCN. For the HOMO-LUMO gap, the calculation gives 9.7 eV. For the lowest unoccupied orbital energy, the calculation gives 0.80 eV.



--- Q ---
ORCA calculation (ωB97M-V/def2-TZVPD) on 2 unconnected molecules or ions with the total composition C2H10N4.

Geometry as XYZ:
```
16
Properties=species:S:1:pos:R:3
C 1.85938 -1.03113 -0.46491
C 0.49323 -0.58014 0.06242
N -2.69081 -0.62172 0.06917
N 0.58119 1.73775 0.17263
N -2.34535 0.59472 0.51828
N 0.07073 0.63557 -0.47140
H 1.88425 -1.15432 -1.52110
H 2.75930 -0.39114 -0.05793
H 2.21170 -2.12157 -0.05618
H -0.14579 -1.44802 -0.20174
H 0.33670 -0.48788 1.11691
H -2.78418 -0.95345 -0.83677
H -2.21085 -1.22030 0.63406
H -0.02252 2.50484 0.03557
H 0.62023 1.55158 1.25863
H -2.41112 1.20649 -0.35878
```

For the HOMO-LUMO gap (alpha / beta), the calculation gives 8.9 / 8.3 eV. For the lowest unoccupied orbital energy (alpha / beta), the calculation gives 1.12 / 0.64 eV.



--- R ---
ORCA calculation (ωB97M-V/def2-TZVPD) on 2 unconnected molecules or ions with the total composition C2H10N4.

Geometry as XYZ:
```
16
Properties=species:S:1:pos:R:3
C 0.83772 0.60812 0.34997
C -0.05118 -1.60771 0.20508
N -0.01905 -0.23908 -0.27886
N -1.29289 0.84026 0.70638
N 2.28902 0.10939 -0.65351
N -2.14746 1.48323 -0.16126
H -1.80247 0.05656 1.11302
H 2.09538 0.26170 -1.64116
H 2.56409 -0.86478 -0.54351
H -1.73310 2.34509 -0.49362
H -2.48414 0.92119 -0.94227
H 0.79497 1.64798 0.04552
H 1.18546 0.37707 1.35850
H 0.49189 -2.24532 -0.49174
H 0.36165 -1.74266 1.21361
H -1.08988 -1.95102 0.21384
```

For the HOMO-LUMO gap (alpha / beta), the calculation gives 8.6 / 8.6 eV. For the lowest unoccupied orbital energy (alpha / beta), the calculation gives 0.92 / 0.92 eV.



--- S ---
ORCA calculation (ωB97M-V/def2-TZVPD) on 2 unconnected molecules or ions with the total composition C2H10N4.

Geometry as XYZ:
```
16
Properties=species:S:1:pos:R:3
C 1.50913 0.64508 -1.65600
N 1.02251 0.17903 -0.37812
N 0.90331 -1.27846 -0.20178
N 1.05684 -1.53664 0.99739
H 1.46839 0.57928 0.44339
H 1.19559 -2.54607 1.12367
H 1.47970 1.73807 -1.65819
H 2.54047 0.32076 -1.80998
H 0.85220 0.26080 -2.43879
C -1.93683 0.52620 1.24239
N -1.65668 -0.12827 -0.01582
H -1.91974 -1.10834 0.06349
H -0.56832 0.19989 -0.37888
H -1.79008 1.60439 1.12031
H -2.96895 0.36354 1.56710
H -1.18754 0.18075 1.97980
```

The structure (SMILES) is [H]/N=N/NC.CN. For the HOMO-LUMO gap, the calculation gives 8.2 eV. For the lowest unoccupied orbital energy, the calculation gives 0.60 eV.



Going by the energies, P is most stable and the next is 198.9 kJ/mol up.



--- P ---
ORCA calculation (ωB97M-V/def2-TZVPD) on a molecular structure, C2H10N4.

Geometry as XYZ:
```
16
Properties=species:S:1:pos:R:3
C -1.61054 0.17270 0.81409
C -0.52725 0.46205 -0.18522
N -0.62480 1.07596 -1.29428
H -1.46932 1.63524 -1.36098
H 0.79058 1.44158 1.21636
H -1.20177 -0.04388 1.79819
H -2.19125 -0.68915 0.47747
H -2.26854 1.03480 0.90513
N 0.71227 -0.31947 -0.01283
N 0.49097 -1.70133 0.25938
N 1.73054 -0.09755 -0.99387
H 1.17325 0.43401 1.03965
H 1.36547 -2.05850 0.63853
H 1.25639 -0.01240 -1.89570
H 0.30578 -2.18088 -0.61867
H 2.06823 0.84681 -0.78726
```

For the HOMO-LUMO gap, the calculation gives 9.1 eV. For the lowest unoccupied orbital energy, the calculation gives 1.04 eV.



--- Q ---
ORCA calculation (ωB97M-V/def2-TZVPD) on 2 unconnected molecules or ions with the total composition C2H10N4.

Geometry as XYZ:
```
16
Properties=species:S:1:pos:R:3
N -3.55449 1.53628 -4.46842
C -3.67060 0.19940 -3.75044
N -4.23762 0.36383 -2.46778
H -4.31462 1.54206 -5.13455
H -3.97222 2.03002 -3.73869
H -3.94025 -0.55234 -4.50830
H -2.65141 -0.08356 -3.55266
H -3.47151 0.68680 -1.95531
H -5.00923 -0.19780 -2.27676
N 5.25334 -1.59027 5.23968
C 4.86555 -0.48150 4.59648
N 5.69826 -0.04523 3.74614
H 4.39586 -2.01479 5.73430
H 5.43014 -2.11371 4.39862
H 3.93414 0.02334 4.94005
H 5.24465 0.69747 3.19763
```

The structure (SMILES) is [H]/N=C/N.NCN. For the HOMO-LUMO gap, the calculation gives 10.2 eV. For the lowest unoccupied orbital energy, the calculation gives 0.94 eV.



--- R ---
ORCA calculation (ωB97M-V/def2-TZVPD) on 2 unconnected molecules or ions with the total composition C2H10N4.

Geometry as XYZ:
```
16
Properties=species:S:1:pos:R:3
N -2.81543 0.53346 -0.27449
C -2.52854 -0.78869 -0.91596
N -1.89633 -0.88267 -2.22859
H -1.89463 0.98076 -0.26537
H -3.38541 1.08846 -0.92220
H -1.83849 -1.27886 -0.23052
H -3.49914 -1.27656 -0.83777
H -2.50615 -0.43726 -2.92028
H -1.07186 -0.29702 -2.15760
N 3.89999 0.96228 1.44426
C 2.91914 0.03319 1.70745
N 1.69223 0.30452 1.56153
H 4.77378 0.62404 1.11118
H 3.65283 1.78692 0.90306
H 3.34480 -0.91126 2.03490
H 1.15322 -0.44132 1.99042
```

The structure (SMILES) is [H]/N=C/N.NCN. For the HOMO-LUMO gap, the calculation gives 10.2 eV. For the lowest unoccupied orbital energy, the calculation gives 0.95 eV.



Going by the energies, R is most stable and the next is 164.2 kJ/mol up.



--- P ---
ORCA calculation (ωB97M-V/def2-TZVPD) on 2 unconnected molecules or ions with the total composition C9H15N4.

Geometry as XYZ:
```
28
Properties=species:S:1:pos:R:3
C -2.25379 0.67408 -0.69672
C -2.18307 -0.42098 1.41604
C -3.04581 -0.30182 -1.13120
C -2.92547 -1.40423 0.89113
C -1.68264 0.57331 0.54425
C 1.49743 0.18062 1.40698
C 2.52833 0.70760 0.38664
C 0.52922 0.71195 -1.19134
C 0.02516 -0.47796 -0.39678
N -3.39276 -1.38292 -0.36484
N 0.57238 -0.68510 0.81874
N -0.57159 -1.53072 -0.97883
N 1.71169 1.36788 -0.65659
H -1.93512 1.46766 -1.26837
H -1.94348 -0.59105 2.42004
H -3.51736 -0.37574 -2.06129
H -3.36158 -2.31415 1.52678
H 2.11030 -0.35406 2.11524
H 0.99983 1.00672 1.86957
H 3.23979 1.37675 0.87226
H 3.06609 -0.17679 0.00796
H 0.65606 0.38965 -2.25946
H -0.29088 1.52615 -1.40994
H 0.37497 -1.29526 1.51418
H -0.77975 -2.22589 -0.25444
H -0.53884 -1.76339 -1.87272
H -1.11011 1.41154 1.04692
H 2.36338 1.75268 -1.31336
```

For the HOMO-LUMO gap, the calculation gives 8.4 eV. Its total charge is +1. For the lowest unoccupied orbital energy, the calculation gives -4.33 eV.



--- Q ---
ORCA calculation (ωB97M-V/def2-TZVPD) on a gas-phase ion, C9H15N4 (charge +1).

Geometry as XYZ:
```
28
Properties=species:S:1:pos:R:3
C 1.51915 1.50138 -1.87567
C 2.78586 -0.43825 1.02133
C -1.46533 -1.63321 0.61189
C 0.08702 -1.45050 0.98276
C -1.55436 -1.73915 -0.83721
C -0.22199 0.99005 1.45220
C -1.18761 1.46647 -0.67542
C 0.48916 -0.04714 0.61416
C -0.23944 0.34506 -1.05162
N 1.84604 0.20845 0.52441
N 0.61291 0.65767 -2.10682
N -1.56165 1.21540 0.76227
N -0.78938 -0.91296 -1.46113
H 2.14535 1.67982 -2.67997
H 3.77548 -0.23694 0.68317
H 2.53754 -1.42228 1.50613
H -1.97934 -2.46249 1.17843
H -1.90636 -0.75538 0.88899
H 0.33740 -1.50814 1.99968
H 0.72202 -2.13720 0.43354
H 1.64640 2.00837 -0.91825
H -1.96417 -2.54957 -1.39931
H -0.61614 0.61646 2.50988
H 0.39414 1.87531 1.34540
H -0.71352 2.48283 -1.03916
H -2.08781 1.39777 -1.20157
H -2.05919 2.04224 1.13653
H -0.55217 -1.19408 -2.40464
```

The structure (SMILES) is C=N[C@]12CCC=[NH+][C@@]1(N=C)CNC2. For the HOMO-LUMO gap, the calculation gives 8.5 eV. Its total charge is +1. For the lowest unoccupied orbital energy, the calculation gives -4.27 eV.



Going by the energies, P is most stable and the next is 41.3 kJ/mol up.